Entry 1:
29
Properties=species:S:1:pos:R:3:nbo_charge:R:1 method="wB97M-V/def2-TZVPD" charge=0 smiles="C=C[C@]1(C)C[C@]12SC=Cc1ccccc12" spin_multiplicity=1 homo_energy_ev=-7.97
C -3.65525 -0.31995 0.24379 -0.221
C -3.24834 -0.65249 -0.95632 -0.168
C -2.84524 0.62359 0.98139 -0.164
C -2.02234 -0.22763 -1.51569 -0.206
C -1.63303 1.00644 0.46442 -0.085
C -1.22095 0.61618 -0.81407 -0.025
C -0.91374 2.03485 1.11942 -0.257
C -0.09251 2.89305 0.52889 -0.305
C 3.53604 -0.29055 0.78372 -0.409
C 2.57978 0.42864 0.21238 -0.169
C 1.06630 -0.19306 -1.74216 -0.436
C 0.29744 0.79288 -1.02346 -0.152
C 1.22047 -0.10508 -0.27771 -0.079
C 0.66773 -1.29801 0.41944 -0.609
S 0.69632 2.57752 -1.03842 0.280
H -4.49782 -0.63154 0.69971 0.207
H -3.75628 -1.33186 -1.57612 0.198
H -3.19783 0.96417 1.93731 0.209
H -1.90855 -0.67793 -2.56130 0.222
H -1.29002 2.32914 2.11557 0.218
H 0.26692 3.84527 0.83709 0.224
H 4.51217 0.20260 1.03537 0.210
H 3.37286 -1.41322 0.99033 0.196
H 2.85390 1.38837 -0.06851 0.207
H 0.54071 -0.99193 -2.17591 0.220
H 1.70622 0.01172 -2.58370 0.234
H 1.18942 -2.15754 -0.06525 0.212
H -0.35796 -1.28380 0.23086 0.225
H 0.91850 -1.18996 1.49028 0.223


Entry 2:
45
Properties=species:S:1:pos:R:3:nbo_charge:R:1 method="wB97M-V/def2-TZVPD" charge=0 spin_multiplicity=2 s_squared=0.75 homo_energy_ev="-8.39 / -9.04"
Ce -0.28636 -0.01801 0.01086 1.554
N -2.03330 -0.47350 2.15542 -0.818
C -1.66632 -1.74882 2.78751 -0.325
C -1.03122 -2.66253 1.74395 0.792
O -1.45790 -3.78977 1.53022 -0.677
O -0.06250 -2.08641 1.09984 -0.797
H -1.92573 0.30575 2.79061 0.395
H -3.00014 -0.49317 1.85605 0.381
H -2.49780 -2.27693 3.25441 0.201
H -0.90793 -1.55537 3.54665 0.215
N -2.87076 -3.45263 -1.18223 -0.484
C -4.01663 -2.79473 -0.78345 -0.072
C -3.69747 -1.47668 -0.75872 -0.082
N -2.37236 -1.30757 -1.11006 -0.480
C -1.91420 -2.51753 -1.34057 0.361
C -0.52414 -2.74211 -1.74293 0.337
N 0.26473 -1.73683 -2.02677 -0.455
C 1.47945 -2.30101 -2.35987 -0.060
C 1.39643 -3.65272 -2.27111 -0.071
N 0.09439 -3.92926 -1.89330 -0.492
H -2.73526 -4.44685 -1.12662 0.431
H -4.92592 -3.32646 -0.56740 0.232
H -4.34442 -0.64632 -0.52988 0.227
H 2.32747 -1.69475 -2.63117 0.242
H 2.11336 -4.43752 -2.43418 0.227
H -0.25791 -4.82523 -1.60595 0.426
O 0.62108 1.06588 2.14382 -1.010
As -0.00858 2.65569 1.58160 2.428
O -0.29427 3.64685 2.82979 -1.108
O -1.23532 2.01333 0.59611 -1.124
C 1.46350 3.38787 0.51660 -0.329
C 1.83412 4.61173 1.06154 -0.205
C 2.86676 5.37565 0.50738 -0.200
C 3.54211 4.92327 -0.59576 -0.191
C 3.19997 3.69598 -1.16714 -0.176
C 2.18124 2.94163 -0.62974 -0.357
S 1.85454 1.39595 -1.42509 2.427
O 1.99167 0.40187 -0.32027 -0.968
O 2.73296 1.21227 -2.53208 -0.920
O 0.40716 1.44209 -1.72716 -0.949
H 1.18812 1.17050 2.91882 0.526
H 1.30542 4.97438 1.93222 0.258
H 3.12609 6.32473 0.95837 0.221
H 4.34217 5.51255 -1.02526 0.220
H 3.73371 3.33472 -2.03503 0.248


Entry 3:
33
Properties=species:S:1:pos:R:3:nbo_charge:R:1 method="wB97M-V/def2-TZVPD" charge=-2 spin_multiplicity=2 s_squared=0.77 homo_energy_ev="1.40 / 2.43"
C -0.59432 1.14196 -3.81546 -0.382
C 0.73870 0.86825 -3.37605 -0.408
C 0.89879 1.43843 -2.07088 -0.430
C -0.32615 2.07752 -1.72301 -0.327
C -1.24925 1.89293 -2.78999 -0.309
Cu 0.26293 -1.25251 -1.23548 1.034
N -3.52546 0.12186 -0.88375 -1.105
C 0.44563 -2.44128 -2.51764 -0.641
C 1.74729 -1.94174 -2.26109 -0.455
H 1.81347 1.42966 -1.48284 0.179
H 1.49477 0.32061 -3.93338 0.157
H -0.51654 2.62670 -0.80954 0.180
H -2.28075 2.24156 -2.81255 0.205
H -1.02501 0.83536 -4.77002 0.170
H 2.25076 -1.31599 -2.99865 0.220
H 0.12973 -3.44171 -2.17228 0.201
H -3.15056 -0.85134 -0.83157 0.190
H 2.34592 -2.36740 -1.44647 0.211
H 0.01162 -2.19039 -3.49001 0.227
O 1.35822 -1.28406 0.65468 -0.793
C 0.37960 -0.56584 1.00982 0.728
O -0.53442 -0.21719 0.16292 -0.734
C 0.20382 -0.14725 2.41442 -0.122
C -0.53494 0.99553 2.72234 -0.175
C -0.76943 1.33712 4.05321 -0.218
C -0.27034 0.54807 5.09553 -0.238
C 0.49437 -0.57786 4.77581 -0.242
C 0.76103 -0.90503 3.44910 -0.189
H -0.95632 1.57168 1.90022 0.263
H -1.36404 2.21627 4.27650 0.199
H -0.46363 0.82104 6.13452 0.191
H 0.87470 -1.20168 5.57580 0.189
H 1.34979 -1.78323 3.19582 0.223


Entry 4:
32
Properties=species:S:1:pos:R:3:mulliken_charge:R:1 method="wB97M-V/def2-TZVPD" charge=-1 spin_multiplicity=1 homo_energy_ev=-2.84
C 0.90210 -1.27560 -1.80220 -0.434
C -0.49520 -1.20320 -2.05490 -0.781
C -1.17750 -1.90140 -1.01480 -0.617
C -0.19740 -2.39310 -0.10980 -0.479
C 1.08840 -2.00070 -0.59040 -0.435
In 0.00000 0.00000 0.00000 0.176
C -1.57290 1.65140 -0.91270 -0.843
C -0.42690 2.04470 -1.48190 0.586
C 0.52610 2.57010 -2.22460 -0.842
N 1.34080 1.01380 0.31200 -0.131
H -2.25870 -2.02290 -0.92160 0.441
H -0.96010 -0.70070 -2.90630 0.528
H -0.39020 -2.95170 0.80740 0.474
H 2.04520 -2.21010 -0.11000 0.363
H 1.69000 -0.82490 -2.40720 0.402
H -2.24370 0.94520 -1.41750 0.352
H 2.20970 1.56140 0.33530 -0.089
H -1.91770 2.09180 0.02950 0.298
H 0.27280 3.36800 -2.93690 0.285
H 1.56520 2.23780 -2.15850 0.275
S -1.89220 -0.40340 1.60790 -0.455
C -0.94490 -0.01860 3.08080 0.404
C 0.15430 -0.80700 3.45090 -0.035
C 0.87820 -0.50140 4.60730 -0.610
C 0.50280 0.58750 5.40160 -0.428
C -0.59640 1.37160 5.03750 -0.421
C -1.31850 1.07040 3.87800 -0.545
H 0.45020 -1.65300 2.84520 0.208
H 1.72880 -1.10770 4.88990 0.349
H 1.06150 0.82170 6.29820 0.341
H -0.88930 2.21130 5.65410 0.338
H -2.17010 1.67990 3.60400 0.324


Entry 5:
38
Properties=species:S:1:pos:R:3:nbo_charge:R:1 method="wB97M-V/def2-TZVPD" charge=+2 spin_multiplicity=1 homo_energy_ev=-14.33
Mg 0.13410 -0.31751 2.06205 1.841
O 0.95243 1.39466 -2.56519 -0.543
C 0.35762 0.88711 -3.49458 0.692
O 1.95640 -1.38692 -2.26555 -0.604
C 1.37391 -1.42965 -3.31406 0.891
O 1.45807 -2.60759 -4.02241 -0.476
N 0.63423 -0.48985 -4.04126 -0.514
C 1.12123 -2.32008 -5.37828 -0.086
C 0.24801 -1.12012 -5.32138 -0.239
H 0.68282 -3.22887 -5.78649 0.219
H 2.02634 -2.11574 -5.94812 0.191
H -0.79859 -1.44487 -5.31860 0.207
H 0.39038 -0.52185 -6.19779 0.229
C -0.56652 1.74864 -4.30139 -0.309
C -1.70947 2.36278 -3.96364 -0.329
H 0.09560 1.93084 -5.20966 0.243
H -2.41762 2.35976 -3.17221 0.214
H -2.16097 3.06817 -4.64270 0.218
C 2.01525 2.50658 1.97659 -0.680
C 1.51130 2.12758 3.32136 0.148
N 0.70451 1.08438 3.40519 -0.746
C 0.22959 0.81817 4.71708 0.043
C 0.78975 1.74312 5.59880 -0.337
S 1.86545 2.94010 4.84341 0.578
C -0.71987 -0.31606 4.79794 0.156
C -1.49494 -0.96276 5.75610 -0.363
S -2.51863 -2.28211 5.12159 0.595
C -1.86537 -1.90535 3.55647 0.111
N -0.97166 -0.93258 3.55827 -0.773
C -2.16346 -2.49607 2.22485 -0.660
H 1.81472 3.58273 1.84307 0.282
H 3.11053 2.35105 1.95634 0.280
H 1.56704 1.96062 1.10715 0.218
H 0.58533 1.70413 6.66568 0.277
H -1.45306 -0.67771 6.79983 0.277
H -1.99595 -3.58311 2.29707 0.283
H -3.22798 -2.31925 1.98571 0.285
H -1.56054 -2.11237 1.34876 0.182


Entry 6:
38
Properties=species:S:1:pos:R:3:nbo_charge:R:1 method="wB97M-V/def2-TZVPD" charge=+3 spin_multiplicity=4 s_squared=3.79 homo_energy_ev="-18.89 / -18.75"
Mn 0.75152 0.42254 -0.78036 1.065
C -0.88714 1.42564 3.00663 -0.706
C -0.59155 1.07904 1.59267 0.379
N 0.59321 0.91649 1.09467 -0.259
N 1.72928 1.07097 1.84687 -0.413
C 2.93388 0.92426 1.24864 0.338
N 4.01838 1.07775 1.97399 -0.694
S 3.04378 0.55872 -0.41869 0.040
C -1.67449 0.90900 0.59996 0.111
C -3.01277 1.07881 0.89143 -0.160
C -3.94948 0.90500 -0.12817 -0.086
C -3.51446 0.56826 -1.39543 -0.183
C -2.15013 0.42356 -1.61924 0.092
N -1.25339 0.58933 -0.64989 -0.476
H -0.07820 1.18881 3.69465 0.246
H -1.76521 0.88132 3.35011 0.286
H -1.11055 2.49429 3.08512 0.298
H 1.63873 1.37191 2.80820 0.432
H 4.00538 1.30274 2.95990 0.438
H 4.92794 0.98007 1.54250 0.457
H -3.33844 1.34550 1.88640 0.262
H -5.00404 1.03418 0.07728 0.276
H -4.20991 0.42170 -2.21017 0.277
H -1.76982 0.16839 -2.60103 0.229
Se 1.01987 4.44034 -3.53426 0.655
C 0.88988 2.99441 -2.48196 0.163
N 0.82253 2.05648 -1.79848 -0.535
C 0.74361 -4.05581 -1.71286 -0.075
C 1.02942 -2.97466 -2.54460 -0.178
C 0.99246 -1.72104 -1.97825 0.000
N 0.68717 -1.51481 -0.69026 -0.446
C 0.40084 -2.54441 0.11191 0.080
C 0.42688 -3.83765 -0.37849 -0.196
H 0.77002 -5.06326 -2.10776 0.276
H 1.28404 -3.10642 -3.58641 0.277
H 1.24442 -0.82828 -2.57894 0.224
H 0.15758 -2.32115 1.14165 0.230
H 0.19873 -4.66199 0.28269 0.277


Entry 7:
43
Properties=species:S:1:pos:R:3:nbo_charge:R:1 method="wB97M-V/def2-TZVPD" charge=+1 spin_multiplicity=3 s_squared=2.01 homo_energy_ev="-10.85 / -10.94"
Ni 0.64961 -0.22773 -0.57305 1.222
N 0.22593 -2.85347 -2.52752 -0.759
C -0.93600 -2.25265 -2.24034 0.627
N -2.05316 -2.81056 -2.68546 -0.561
C -3.17504 -2.15630 -2.37949 0.609
N -4.32520 -2.66871 -2.81494 -0.738
N -3.25144 -1.00354 -1.66051 -0.531
C -2.09284 -0.55597 -1.26476 0.467
N -0.89908 -1.11357 -1.51104 -0.697
C -2.03692 0.70279 -0.46099 0.142
C -3.15370 1.44902 -0.15610 -0.188
C -2.97675 2.61737 0.57443 -0.130
C -1.70330 2.99626 0.96306 -0.221
C -0.63304 2.18814 0.61579 0.067
N -0.80661 1.06443 -0.07561 -0.522
H 0.20632 -3.68581 -3.09078 0.426
H 1.11146 -2.44977 -2.27771 0.410
H -4.31241 -3.49283 -3.38950 0.420
H -5.18761 -2.18522 -2.63847 0.419
H -4.12467 1.11614 -0.49342 0.258
H -3.83021 3.23095 0.83056 0.241
H -1.52804 3.90444 1.52183 0.247
H 0.38862 2.43596 0.87611 0.229
Se 2.62866 0.60267 -1.25605 -0.346
C 3.42952 1.95804 -0.17354 -0.132
C 4.02070 3.03378 -0.81501 -0.285
C 4.62965 4.01144 -0.04005 0.055
N 4.68271 3.98983 1.29189 -0.404
C 4.11563 2.94098 1.88962 0.045
C 3.48374 1.91039 1.21139 -0.302
H 4.01206 3.11613 -1.89324 0.234
H 5.09873 4.86005 -0.52584 0.204
H 4.16870 2.91863 2.97284 0.199
H 3.05974 1.08134 1.76049 0.201
N -1.12694 -3.84521 2.84661 -0.581
N -0.22937 -2.93195 2.30828 0.193
N 0.81272 -2.50011 2.97989 -0.242
C 1.30866 -1.61107 2.12766 0.156
N 0.58286 -1.54025 1.01071 -0.413
N -0.42923 -2.39369 1.15623 -0.049
H -0.63301 -4.31813 3.59646 0.400
H -1.37711 -4.48787 2.10220 0.392
H 2.20569 -1.04436 2.30737 0.239


Number 1: M 214.333 g mol⁻¹. Number 2: M 628.406 g mol⁻¹. Number 3: M 292.825 g mol⁻¹. Number 4: M 344.166 g mol⁻¹. Number 5: M 361.731 g mol⁻¹. Number 6: M 433.281 g mol⁻¹. Number 7: M 489.011 g mol⁻¹.